#one
2 unconnected molecules or ions with the total composition C3H8NO, computed with wB97M-V/def2-TZVPD.

Its multiplicity is 1. The value obtained for the orbital gap is 9.6 eV. As for the net charge: +1.

Bonds (Å) are listed after each position.
Atoms and positions in Å:
1 C -0.5629 -2.4460 1.2999  N2 1.264, H3 1.080, H4 1.088
2 N -0.3874 -1.2777 1.7485  C1 1.264, H5 1.048, H6 1.018
3 H -0.4384 -2.5783 0.2349  C1 1.080
4 H -0.8402 -3.2693 1.9541  C1 1.088
5 H -0.0712 -0.5475 1.0658  N2 1.048
6 H -0.3735 -1.0830 2.7477  N2 1.018
7 O 0.5981 -0.0169 -0.4256  C8 1.218
8 C 0.1312 1.0746 -0.6965  O7 1.218, C9 1.476, H10 1.117
9 C 0.6063 1.9854 -1.7565  C8 1.476, H11 1.096, H12 1.094, H13 1.082
10 H -0.7899 1.4199 -0.1676  C8 1.117
11 H -0.1683 2.7495 -1.8838  C9 1.096
12 H 1.5018 2.5269 -1.4366  C9 1.094
13 H 0.7945 1.4623 -2.6843  C9 1.082

Results of the natural (NBO) charge analysis, in e, for atoms 1 through 2: number 1, C, carries 0.150; number 2, N, carries -0.577

#two
2 unconnected molecules or ions with the total composition C3H8NO, computed with wB97M-V/def2-TZVPD.

Its multiplicity is 1. The value obtained for the orbital gap is 7.2 eV. As for the net charge: +1.

Bonds (Å) are listed after each position.
Atoms and positions in Å:
1 C 2.2468 0.7938 -0.4379  N2 1.292, H3 1.085, H4 1.086
2 N 1.2087 0.3216 -1.0452  C1 1.292, H5 1.020, H6 1.023
3 H 2.0355 1.3593 0.4640  C1 1.085
4 H 3.2608 0.4781 -0.6636  C1 1.086
5 H 0.3506 0.1110 -0.5354  N2 1.020
6 H 0.9763 0.5023 -2.0249  N2 1.023
7 C -1.8648 0.3292 0.2329  C8 1.315, H10 1.076, H11 1.081
8 C -1.4447 -0.9017 0.4256  C7 1.315, O9 1.431, H12 1.083
9 O -0.1342 -1.3450 0.7897  C8 1.431, H13 0.964
10 H -2.8952 0.5537 0.4448  C7 1.076
11 H -1.2392 1.1613 -0.0599  C7 1.081
12 H -2.1129 -1.6898 0.7500  C8 1.083
13 H -0.3878 -1.6738 1.6600  O9 0.964

Results of the natural (NBO) charge analysis, in e, for atoms 1 through 2: number 1, C, carries 0.227; number 2, N, carries -0.633

#three
2 unconnected molecules or ions with the total composition C3H8NO, computed with wB97M-V/def2-TZVPD.

Its multiplicity is 1. The value obtained for the orbital gap is 10.3 eV. As for the net charge: +1.

Bonds (Å) are listed after each position.
Atoms and positions in Å:
1 C -2.1108 -0.8721 0.2191  H6 1.146, H7 1.150, H8 1.098, H10 1.124
2 C 1.1724 0.7758 -0.2260  C3 1.289, N4 1.267
3 C 1.5414 -0.2845 0.4070  C2 1.289, O5 1.306, H9 1.117
4 N 0.7331 1.8759 -0.6763  C2 1.267, H11 1.008, H12 1.118
5 O 2.4409 -1.2287 0.3421  C3 1.306, H13 1.037
6 H -1.1913 -1.1273 -0.4146  C1 1.146
7 H -2.9649 -1.6377 0.3068  C1 1.150
8 H -2.6525 0.0104 -0.1465  C1 1.098
9 H 0.8059 -0.3308 1.2461  C3 1.117
10 H -1.6212 -0.5361 1.1734  C1 1.124
11 H -0.1335 1.9280 -1.1875  N4 1.008
12 H 1.1509 2.8886 -0.4529  N4 1.118
13 H 2.8296 -1.4614 -0.5908  O5 1.037

Results of the natural (NBO) charge analysis, in e, for atoms 1 through 2: number 1, C, carries -0.872; number 2, C, carries 0.361

What is the stability order? It is #one, #three, #two, from most stable to least stable.

#one
A gas-phase ion, C3H8NO (charge +1), computed with wB97M-V/def2-TZVPD.

Its multiplicity is 1. The value obtained for the orbital gap is 10.6 eV. As for the net charge: +1. As for the SMILES: C[NH2+]CC=O.

Bonds (Å) are listed after each position.
Atoms and positions in Å:
1 C 1.0633 -1.0678 -0.3748  N2 1.434, H6 1.150, H7 1.060, H8 1.075
2 N 0.5185 0.2452 -0.5650  C1 1.434, C3 1.609, H9 1.136, H10 1.110
3 C -0.2476 0.8128 0.7309  N2 1.609, C4 1.507, H11 1.092, H12 1.084
4 C -1.6812 0.4715 0.4183  C3 1.507, O5 1.305, H13 1.124
5 O -1.8965 -0.6150 -0.2717  C4 1.305
6 H 0.3022 -1.8924 -0.1227  C1 1.150
7 H 1.6483 -1.1752 0.5031  C1 1.060
8 H 1.6854 -1.2059 -1.2404  C1 1.075
9 H -0.2909 0.1891 -1.3598  N2 1.136
10 H 1.2281 0.9691 -1.0166  N2 1.110
11 H -0.1220 1.8900 0.8585  C3 1.092
12 H 0.3442 0.3889 1.5343  C3 1.084
13 H -2.5518 0.9896 0.9058  C4 1.124

Results of the natural (NBO) charge analysis, in e, for atoms 1 through 2: number 1, C, carries -0.448; number 2, N, carries -0.542

#two
2 unconnected molecules or ions with the total composition C3H8NO, computed with wB97M-V/def2-TZVPD.

Its multiplicity is 1. The value obtained for the orbital gap is 8.8 eV. As for the net charge: +1.

Bonds (Å) are listed after each position.
Atoms and positions in Å:
1 C 0.2705 2.0235 0.8642  N2 1.279, H3 1.082, H4 1.079
2 N -0.4447 1.8409 1.9082  C1 1.279, H5 1.012, H6 1.019
3 H -0.1978 2.4510 -0.0123  C1 1.082
4 H 1.2009 1.4768 0.8478  C1 1.079
5 H -0.1163 1.3363 2.7218  N2 1.012
6 H -1.3814 2.2315 1.9955  N2 1.019
7 O -0.0542 0.1266 -0.7641  C8 1.204
8 C 0.1262 -0.8435 -1.4547  O7 1.204, C9 1.482, H10 1.100
9 C 0.1455 -2.2493 -0.9846  C8 1.482, H11 1.089, H12 1.099, H13 1.082
10 H 0.2568 -0.6912 -2.5359  C8 1.100
11 H 0.2491 -2.2158 0.0994  C9 1.089
12 H -0.8806 -2.6098 -1.1403  C9 1.099
13 H 0.8260 -2.8770 -1.5451  C9 1.082

Results of the natural (NBO) charge analysis, in e, for atoms 1 through 2: number 1, C, carries 0.187; number 2, N, carries -0.585

What is the stability order? It is #two, #one, from most stable to least stable.

#one
2 unconnected molecules or ions with the total composition C5H15N2O2, computed with wB97M-V/def2-TZVPD.

Its multiplicity is 1. The value obtained for the orbital gap is 7.5 eV. As for the net charge: -1.

Bonds (Å) are listed after each position.
Atoms and positions in Å:
1 C -0.9977 0.3427 1.4958  N2 1.544, C4 1.586, H9 1.110, H10 1.124
2 N -2.3003 -0.3249 1.0060  C1 1.544, C3 1.447, H11 1.006
3 C -2.0579 -1.6853 0.5774  N2 1.447, H12 1.083, H13 1.186, H14 1.071
4 C -0.1444 0.8457 0.2570  C1 1.586, C5 1.575, N6 1.436, H15 1.111
5 C -0.7229 2.2567 -0.1381  C4 1.575, H16 0.991, H17 1.220, H18 1.189
6 N 1.2360 0.9713 0.6308  C4 1.436, C7 1.521, H19 1.017
7 C 2.3107 0.0305 0.1075  N6 1.521, O8 1.327, H20 1.182, H21 1.128
8 O 2.2163 -0.2500 -1.1859  C7 1.327
9 H -0.3898 -0.2377 2.2202  C1 1.110
10 H -1.4814 1.2146 2.0153  C1 1.124
11 H -2.4740 0.2107 0.1723  N2 1.006
12 H -1.4962 -2.1547 1.3760  C3 1.083
13 H -1.3439 -1.8798 -0.3495  C3 1.186
14 H -2.9585 -2.2145 0.3389  C3 1.071
15 H -0.1921 0.1954 -0.6421  C4 1.111
16 H -0.9958 2.9819 0.4794  C5 0.991
17 H -1.8938 2.0603 -0.4173  C5 1.220
18 H -0.1886 2.5705 -1.1530  C5 1.189
19 H 1.6915 1.8587 0.8275  N6 1.017
20 H 2.3501 -0.9373 0.7856  C7 1.182
21 H 3.2015 0.7125 0.2257  C7 1.128
22 H 0.9493 -1.9045 -2.9705  O24 0.982
23 H 1.1386 -1.0905 -1.5788  O24 1.165
24 O 0.4346 -1.8314 -2.1372  H22 0.982, H23 1.165

Results of the natural (NBO) charge analysis, in e, for atoms 1 through 2: number 1, C, carries -0.230; number 2, N, carries -0.638

#two
2 unconnected molecules or ions with the total composition C5H15N2O2, computed with wB97M-V/def2-TZVPD.

Its multiplicity is 1. The value obtained for the orbital gap is 6.9 eV. As for the net charge: -1.

Bonds (Å) are listed after each position.
Atoms and positions in Å:
1 C -0.5512 1.7199 0.5981  O2 1.357, C3 1.580, H9 1.119, H10 1.118
2 O -1.7886 1.4023 1.0561  C1 1.357
3 C 0.4504 0.4994 0.6608  C1 1.580, C4 1.552, N8 1.482, H11 1.116
4 C 1.4161 0.6090 -0.5496  C3 1.552, C5 1.494, H12 1.105, H13 1.108
5 C 1.8709 -0.7065 -1.0914  C4 1.494, C6 1.491, H14 1.119, H15 1.107
6 C 0.8428 -1.7121 -1.4847  C5 1.491, N7 1.516, H16 1.093, H17 1.090
7 N -0.3160 -1.1470 -2.2822  C6 1.516, H18 1.021, H19 1.018
8 N 1.2441 0.5664 1.9104  C3 1.482, H20 1.009, H21 1.025
9 H 0.0145 2.4972 1.1700  C1 1.119
10 H -0.7320 2.1492 -0.4178  C1 1.118
11 H -0.1480 -0.4410 0.7242  C3 1.116
12 H 2.2457 1.3007 -0.3179  C4 1.105
13 H 0.9888 1.3404 -1.2645  C4 1.108
14 H 2.6705 -1.3561 -0.6558  C5 1.119
15 H 2.5661 -0.3817 -1.8897  C5 1.107
16 H 1.1079 -2.5635 -2.1171  C6 1.093
17 H 0.5103 -2.3818 -0.6918  C6 1.090
18 H -0.8292 -0.4661 -1.7211  N7 1.021
19 H -1.0342 -1.8672 -2.3339  N7 1.018
20 H 1.7874 1.3617 2.2109  N8 1.009
21 H 0.4742 0.5475 2.5871  N8 1.025
22 H -2.3134 -1.1659 1.8309  O24 0.958
23 H -2.5880 -0.0455 0.8110  O24 1.010
24 O -2.6971 -1.0377 0.9622  H22 0.958, H23 1.010

Results of the natural (NBO) charge analysis, in e, for atoms 1 through 2: number 1, C, carries -0.027; number 2, O, carries -0.977

What is the stability order? It is #two, #one, from most stable to least stable.